[1]
Computed, not measured: C36H59AuN6P as an isolated structure at a distorted geometry, with wB97M-V/def2-TZVPD.

```
! RIJCOSX wB97M-V def2-TZVPD def2/J DEFGRID3
* xyz 3 1
N -0.3428 -1.9531 -0.4782
N -0.0718 -0.8318 2.4361
H 1.5377 -1.0355 5.8231
H -4.4038 3.1382 -0.2060
H -6.7425 -3.1178 0.9709
H -3.4357 5.1918 2.9688
C 0.6236 -1.6186 5.8951
C -3.6721 -0.0290 -4.5225
H -3.1003 -2.2029 -1.0773
H -3.9567 0.7491 -5.2372
H -6.5414 -1.4809 0.4222
H 1.9923 0.6729 2.5385
C -0.1210 3.4776 -0.7403
H -1.2048 3.7072 2.6543
H 2.1018 5.9487 -0.2069
C -2.2281 3.3991 2.8793
C -5.9885 -2.3554 0.7770
H -4.1064 2.0722 -2.8935
H 4.6121 2.3391 -0.4376
H -5.4242 -2.6515 -1.2791
C -1.9195 -0.1267 -2.6952
C 4.1799 -0.9602 0.0403
C -1.0744 -2.6111 4.4653
H 4.7120 -1.8947 0.0962
H -3.2844 1.5242 2.9445
H -2.1109 1.8282 -1.8909
H 1.3057 -4.5882 -2.1667
C -2.6693 0.8878 -1.8173
C -4.2928 -0.8062 1.8333
H -0.3648 -1.7762 2.2275
C -2.9000 2.0499 0.8913
P -2.5073 0.4735 -0.0021
H -1.8448 1.1328 -4.4284
H -2.7826 4.8705 1.3726
H -0.2764 5.6070 -0.9208
H -1.5417 -2.8642 5.4168
C 0.3619 4.7734 -0.6793
H -1.8526 -2.3250 3.7613
H -0.6326 0.7370 5.7585
H -3.4105 -0.9063 2.4707
H -5.9670 -1.7376 2.8386
H -1.1346 3.3058 -1.0687
C -3.6424 -2.1706 -0.1339
C 0.1248 -0.6060 3.7031
C -3.8753 -0.7428 0.3604
C -2.1920 0.1264 -4.1744
H -1.5943 -0.5592 -4.7793
H -4.6969 -2.8698 2.3996
H -0.9926 -4.9659 -0.1595
H -3.8554 -0.9709 -5.0467
C -4.5622 0.0336 -3.2909
H 5.9203 0.2566 -0.2955
H 0.0533 -1.2889 6.7665
C -0.2068 -3.0939 -0.4639
C -4.0987 1.1317 -2.3385
C -0.0467 -4.5083 -0.4668
H -2.3316 3.4049 3.9655
H -1.5885 1.3604 2.4706
C 1.6822 4.9598 -0.3011
C -5.0099 -2.8469 -0.2882
H 3.5032 3.9586 0.1880
H -4.7120 -0.3288 -0.2188
C -4.5166 3.7021 1.8729
H 0.8904 -2.6637 6.0636
H -2.2356 -1.1429 -2.4561
C 0.2082 1.2567 5.3070
Au -0.1240 0.2588 0.3012
H -0.3954 -4.8260 -2.5888
H -4.8045 0.1142 2.1140
C -3.2173 4.3967 2.2577
C 2.7274 1.3580 -0.0785
H -0.1163 2.2601 5.0257
C 0.3691 -5.0357 -1.8467
H -3.0324 -2.6986 0.6018
H -0.5617 -3.5087 4.1055
C 2.8030 -0.9255 0.1945
C 2.4678 3.8439 -0.0811
H 2.2352 -1.8261 0.3762
N 2.0992 0.1971 0.1407
C -2.4847 1.9795 2.3631
C 4.8475 0.2354 -0.1780
H -5.2471 4.4323 1.5274
H -4.8162 1.2392 -1.5247
N 0.6689 0.5712 4.1212
H -0.8482 -0.0599 -2.4920
N 0.6082 2.4078 -0.4566
C 4.1115 1.4057 -0.2443
H 2.2778 1.8324 3.8563
C -4.3031 2.6548 0.7673
H 0.9535 2.1050 2.7061
N -0.1653 -1.5150 4.6861
H 0.7138 -4.7675 0.2774
H -4.8873 -3.9287 -0.2160
C -5.2519 -1.9936 2.0590
H 1.0116 1.3615 6.0406
H -4.9323 3.2350 2.7688
C 1.9093 2.5691 -0.1882
C 1.5155 1.3389 3.2504
H -4.5473 -0.9302 -2.7720
H -5.5933 0.2201 -3.5940
H -5.0789 1.8939 0.8474
H -2.1973 2.7419 0.4168
H 0.5033 -6.1110 -1.7869
*
```

Values from the calculation:
**Relative energy (zero: lowest compared OMol25 entry of this formula, charge and spin)**: 37.0 kcal per mole
**HOMO-LUMO gap (alpha / beta)**: 0.1943 / 0.1943 Ha
**Total energy**: -2211.8247 Ha

***

[2]
Computed, not measured: an isolated molecule of C2H7NS at a distorted geometry, with wB97M-V/def2-TZVPD.

```
! RIJCOSX wB97M-V def2-TZVPD def2/J DEFGRID3
* xyz 0 1
S 0.6413 0.5291 -0.5822
H -0.6875 2.4980 -0.7233
H 0.2367 -0.0963 1.6332
H -1.7182 1.0604 -0.4264
H -0.7226 1.7490 0.8781
H 1.3661 -1.2545 0.6642
H -1.2880 -1.2038 -0.1771
N -0.6965 -1.6319 0.5238
C -0.7813 1.5580 -0.1913
C 0.4334 -0.7346 0.7868
H -0.3162 -2.4772 0.1181
*
```

Values from the calculation:
**Relative energy (zero: lowest compared OMol25 entry of this formula, charge and spin)**: 6.5 kcal per mole
**HOMO-LUMO gap**: 0.3527 Ha
**SMILES string**: CSCN
**Total energy**: -533.3202 Ha

***

[3]
Computed, not measured: C5H8Br2O as an isolated structure at a distorted geometry, with wB97M-V/def2-TZVPD.

```
! RIJCOSX wB97M-V def2-TZVPD def2/J DEFGRID3
* xyz 0 1
H 1.2808 0.9533 -2.2216
H -1.8960 -1.8094 -0.3317
C 0.4856 0.0118 0.2834
H -0.5080 -2.6647 0.4519
H 1.9394 1.7505 -0.8489
C -0.6671 -0.5979 1.1792
C -1.2946 -1.9244 0.6516
H -2.0541 -2.1312 1.4183
O -1.2110 1.5173 -0.8261
H -1.3333 0.1958 1.3897
H -0.1539 -0.8299 2.0233
Br 1.5478 1.1036 1.5550
Br 1.8531 -1.1551 -0.4614
C -0.0841 1.1175 -0.7703
C 1.1076 1.7111 -1.5036
H 0.9879 2.7517 -1.9888
*
```

Values from the calculation:
**Relative energy (zero: lowest compared OMol25 entry of this formula, charge and spin)**: 9.7 kcal per mole
**HOMO-LUMO gap**: 0.3730 Ha
**Total energy**: -5418.5450 Ha

***

[4]
Computed, not measured: an isolated molecule of C4H13N3 at a distorted geometry, with wB97M-V/def2-TZVPD.

```
! RIJCOSX wB97M-V def2-TZVPD def2/J DEFGRID3
* xyz 0 1
H 3.6656 -1.5514 -0.1083
C -0.4492 0.2024 -0.2994
H -2.7357 1.4128 0.7107
H -0.1654 1.8846 0.9856
C -0.1934 1.7084 -0.0892
N 0.6547 -0.5384 0.3307
H -3.7088 0.1823 0.1406
H 0.7753 1.9964 -0.5134
H -1.8009 -1.3336 0.0620
H 1.3434 -1.0456 -1.4957
N 2.7135 -1.8613 -0.2309
H 2.4761 -2.4815 0.5315
N -2.8164 0.6533 0.0494
C 1.8030 -0.8099 -0.5428
H 0.8527 -0.3291 1.2955
H -0.8753 2.3837 -0.6086
H 2.2119 0.2190 -0.7174
H -0.5049 -0.0488 -1.3490
H -1.5075 -0.3629 1.4599
C -1.7389 -0.2805 0.3888
*
```

Values from the calculation:
**Relative energy (zero: lowest compared OMol25 entry of this formula, charge and spin)**: 27.2 kcal per mole
**HOMO-LUMO gap**: 0.3386 Ha
**SMILES string**: C[C@H](CN)NCN
**Total energy**: -324.4316 Ha